Formula: C33H44BIrN9O2P2S2
Source: the OMol25 dataset
Level of theory: ωB97M-V/def2-TZVPD

Positions of all 94 atoms, in Å:
Ir -0.91929 -1.02440 -0.50056
C -2.34462 -1.63387 -4.71276
C -1.38045 -1.77134 -3.71264
N -1.88426 -1.43132 -2.52539
N -3.16498 -1.06963 -2.74036
C -3.46395 -1.18505 -4.04219
B -4.10845 -0.59603 -1.61143
N -4.07662 -1.64001 -0.49296
C -5.12350 -2.29565 0.03415
C -4.65016 -3.16684 0.99167
C -3.26630 -2.97112 0.97673
N -2.93067 -2.04592 0.08400
N -3.57596 0.72563 -1.08470
C -4.19032 1.91401 -0.96125
C -3.27380 2.82835 -0.48958
C -2.09271 2.09238 -0.34824
N -2.28900 0.82382 -0.69890
H -2.24035 -1.83541 -5.76600
H -0.36382 -2.10044 -3.80649
H -4.44790 -0.93800 -4.40631
H -5.22755 -0.47157 -2.03350
H -6.12542 -2.10007 -0.31340
H -5.21774 -3.83878 1.61256
H -2.52094 -3.48346 1.55629
H -5.23366 2.02205 -1.21416
H -3.41440 3.87202 -0.25986
H -1.13385 2.42414 0.00629
C -0.55346 1.84469 -3.14918
P 0.30243 0.60656 -2.11432
C 1.42026 -0.04647 -3.42789
C 1.48888 1.53424 -1.10408
C 1.76032 2.88813 -1.29164
C 2.70411 3.52363 -0.50151
C 3.37370 2.81491 0.48793
C 3.08710 1.47613 0.69618
C 2.16056 0.81907 -0.10803
P 1.72814 -0.95021 0.11132
C 3.21963 -1.69188 -0.68771
C 2.24000 -1.24841 1.84994
H 0.14851 2.31908 -3.83703
H -1.06222 2.59649 -2.55105
H -1.30657 1.30692 -3.73166
H 2.17509 0.70082 -3.67177
H 0.82151 -0.25736 -4.31462
H 1.90758 -0.96858 -3.11556
H 1.23574 3.45228 -2.05413
H 2.91259 4.57690 -0.64847
H 4.11800 3.30637 1.10131
H 3.61109 0.94236 1.48060
H 4.10200 -1.14063 -0.36096
H 3.17975 -1.66878 -1.77267
H 3.29243 -2.72893 -0.35871
H 3.32733 -1.27526 1.92211
H 1.84878 -2.20871 2.18316
H 1.84560 -0.46732 2.49959
C -1.18055 -4.58795 -1.15938
C 0.21958 -4.01144 -0.87363
C 1.01711 -5.00849 -0.03536
C 0.92409 -3.80841 -2.21947
C 0.06139 -2.71597 -0.10051
H -1.09955 -5.50335 -1.75618
H -1.78418 -3.86092 -1.70528
H -1.70201 -4.82740 -0.23077
H 1.19499 -5.93347 -0.59058
H 0.47693 -5.26003 0.88200
H 1.98775 -4.58895 0.24783
H 1.00048 -4.75573 -2.76088
H 1.92841 -3.41303 -2.08335
H 0.35746 -3.11160 -2.82522
H 0.18872 -2.85877 0.96783
N 5.04404 4.95554 4.03404
C 3.73650 4.59634 3.72271
C 3.10240 3.56267 4.41978
C 1.83331 3.15097 4.06051
C 1.18580 3.75787 2.98738
C 1.79917 4.79098 2.29605
C 3.06566 5.21408 2.66721
S -0.42962 3.22466 2.52774
O -0.90100 4.17249 1.54615
O -1.18064 3.08891 3.75504
N -0.22068 1.81111 1.80671
C -0.66134 0.67640 2.34355
S -1.14688 0.47832 4.04481
C -1.30417 -1.22313 3.81412
C -1.05402 -1.54671 2.55035
N -0.70611 -0.50234 1.69196
H 5.37705 4.71698 4.95118
H 5.36371 5.84243 3.68797
H 3.61113 3.09286 5.25542
H 1.32266 2.37297 4.61781
H 1.26251 5.25786 1.47966
H 3.55094 6.02401 2.13131
H -1.58750 -1.88491 4.61800
H -1.08174 -2.54435 2.16130

The value obtained for the lowest unoccupied orbital energy (spin up / spin down) is 0.00526 / -0.00003 Eh. The expectation value of S² is 0.825. As for the HOMO-LUMO gap (spin up / spin down): 6.1 / 6.4 eV. Its multiplicity is 2. The HOMO energy (spin up / spin down) comes out at -5.97 / -6.44 eV.

Atom charges from the Mulliken analysis, given in e for atoms 1 to 6:
1 Ir 4.352
2 C -1.498
3 C -0.611
4 N 0.495
5 N -0.092
6 C -0.199



Formula: C33H44IrN4P2
Source: the OMol25 dataset
Level of theory: ωB97M-V/def2-TZVPD

Positions of all 84 atoms, in Å:
Ir 1.62536 -0.82146 2.83623
C 3.14674 0.68876 2.03640
C 1.78214 1.07982 1.96629
C 1.01170 1.06346 0.66292
C 0.43166 -0.28562 0.18327
C 0.87281 -1.51599 0.93281
C 2.22966 -1.89828 1.08591
C 3.34532 -1.22753 0.31221
C 3.92025 0.07513 0.91660
C -0.00782 -0.82699 3.88788
H 3.72710 1.05711 2.89456
H 1.44518 1.80841 2.71684
H 1.67370 1.46067 -0.11503
H 0.17728 1.77160 0.78372
H -0.66545 -0.21794 0.25219
H 0.64063 -0.40544 -0.89157
H 0.11143 -2.28312 1.10663
H 2.41731 -2.92771 1.41948
H 3.02675 -1.03548 -0.72449
H 4.17402 -1.94803 0.25827
H 4.93578 -0.14675 1.28425
H 4.05572 0.80402 0.10161
H 0.25578 -0.47919 4.89589
H -0.44168 -1.83551 3.93407
H -0.71001 -0.13111 3.41166
P -2.65183 -1.20640 -2.02127
P -2.01868 2.22559 -1.90095
N -2.17207 -2.62166 -2.90594
N -4.42484 -1.69640 -2.10927
N -0.64470 2.29383 -3.01856
N -2.54652 3.89399 -2.24192
C -2.71400 -0.06671 -3.48336
C -3.16071 1.35428 -3.08948
C -1.42707 -3.65419 -2.31763
C -1.27711 -4.67232 -3.24707
C -1.95768 -4.27315 -4.44174
C -2.50540 -3.02074 -4.20399
C -5.25255 -1.78186 -0.98837
C -6.54254 -2.12149 -1.39408
C -6.52241 -2.21141 -2.82511
C -5.21775 -1.94975 -3.23053
C 0.64195 1.95641 -2.58201
C 1.50171 1.91127 -3.66734
C 0.72477 2.21135 -4.82842
C -0.58482 2.41555 -4.40906
C -2.50136 4.68054 -3.40170
C -3.23321 5.84228 -3.19366
C -3.77568 5.77216 -1.86711
C -3.35141 4.57554 -1.30883
H -3.40154 -0.45447 -4.25121
H -1.71174 -0.04034 -3.94034
H -3.28441 1.97269 -3.99307
H -4.14078 1.31608 -2.58479
H -1.08023 -3.54668 -1.29919
H -0.74404 -5.60035 -3.10090
H -2.04153 -4.81368 -5.37393
H -3.09651 -2.39475 -4.84999
H -4.85466 -1.58503 -0.00066
H -7.40295 -2.28388 -0.76307
H -7.34616 -2.42026 -3.49242
H -4.81701 -1.91294 -4.23016
H 0.82422 1.80817 -1.53957
H 2.55759 1.67566 -3.62514
H 1.07251 2.26504 -5.85006
H -1.46168 2.67049 -4.98164
H -1.94320 4.38064 -4.27072
H -3.36469 6.64002 -3.91470
H -4.40576 6.51436 -1.39484
H -3.52274 4.13927 -0.33672
C 4.57234 -1.81011 7.31625
C 4.69445 -0.72333 6.24642
C 4.43201 0.64582 6.88559
C 6.12706 -0.73772 5.70245
C 3.70082 -0.92911 5.17128
C 2.80405 -0.99193 4.32686
H 5.27265 -1.58309 8.13062
H 4.83942 -2.79395 6.90970
H 3.55946 -1.82932 7.73635
H 5.08789 0.77390 7.75557
H 4.65493 1.44671 6.16871
H 3.38722 0.72288 7.21456
H 6.35957 -1.69567 5.21879
H 6.28292 0.08981 4.99828
H 6.82305 -0.59442 6.54050

The value obtained for the lowest unoccupied orbital energy (spin up / spin down) is -0.19214 / -0.33885 Eh. The expectation value of S² is 8.789. As for the HOMO-LUMO gap (spin up / spin down): 6.6 / 2.6 eV. The net charge is +2. The value obtained for the energy above the lowest of the compared OMol25 structures with the same formula, charge and spin is 0.0 kJ/mol. Its multiplicity is 6. The HOMO energy (spin up / spin down) comes out at -11.85 / -11.85 eV.

Atom charges from the Mulliken analysis, given in e for atoms 1 to 6:
1 Ir 0.387
2 C -1.237
3 C -0.706
4 C -0.169
5 C 0.010
6 C -0.615



Formula: C33H44KN4S4
Source: the OMol25 dataset
Level of theory: ωB97M-V/def2-TZVPD

Positions of all 86 atoms, in Å:
K -0.09037 0.87281 0.27764
C -0.90204 1.77483 4.76409
C 0.39472 2.57110 4.88455
S 0.72947 3.63691 3.44672
C 2.55512 3.63797 3.43907
C 3.18326 2.71925 2.38878
S 2.26154 1.16302 2.38045
C 3.46347 -0.09215 1.87519
C 2.96699 -1.45209 2.36188
S 1.19964 -1.81004 2.03642
C 0.55361 -1.99603 3.73162
C 0.34043 -0.69365 4.49407
S -0.87687 0.34919 3.64507
H -1.71814 2.40897 4.41310
H -1.18816 1.42207 5.75705
H 1.24443 1.90164 5.00272
H 0.33297 3.19857 5.77486
H 2.87644 3.35083 4.43964
H 2.87414 4.66678 3.27604
H 4.23012 2.53623 2.63460
H 3.14336 3.18351 1.40301
H 4.43085 0.12332 2.33277
H 3.55213 -0.11198 0.79058
H 3.10715 -1.55096 3.43898
H 3.55088 -2.23096 1.87293
H 1.21772 -2.65692 4.28988
H -0.39354 -2.52601 3.60718
H 1.28766 -0.15812 4.56178
H -0.02475 -0.90123 5.50192
C -0.61140 1.10433 -4.64147
C -1.10350 2.34782 -4.99705
C -1.39032 3.26664 -4.00225
C -1.18043 2.91792 -2.67003
N -0.72163 1.71078 -2.32815
C -0.43927 0.83976 -3.29304
C -1.46414 3.87493 -1.55223
C -1.77647 5.20943 -1.79749
C -2.05549 6.04781 -0.73195
C -2.01881 5.53429 0.55150
C -1.68203 4.19915 0.70505
N -1.40088 3.38656 -0.30950
H -0.35410 0.36037 -5.38221
H -1.26035 2.60505 -6.03637
H -1.78017 4.23662 -4.26983
H -0.02941 -0.11400 -2.97304
H -1.79394 5.60146 -2.80278
H -2.29773 7.08792 -0.90562
H -2.23323 6.14595 1.41644
H -1.62372 3.76257 1.69506
C -5.39001 -3.82444 -0.71755
C -4.24552 -2.87813 -0.50617
C -3.93027 -1.89228 -1.43396
C -2.88470 -1.01885 -1.17685
N -2.13287 -1.07441 -0.07724
C -2.44252 -2.01466 0.81779
C -3.46925 -2.92593 0.64941
H -5.70437 -3.84259 -1.75961
H -6.24703 -3.51749 -0.11530
H -5.12679 -4.83750 -0.41385
H -4.50049 -1.79261 -2.34894
H -2.63984 -0.23421 -1.88494
H -1.83605 -2.03113 1.71747
H -3.66925 -3.66014 1.41996
C 0.70965 -5.36083 -1.52580
N 0.82746 -3.92658 -1.88884
C -0.23712 -3.11860 -1.23405
C 2.21012 -3.37593 -1.56126
C 2.38927 -1.98179 -2.08515
C 2.70328 -1.85172 -3.44526
C 2.89671 -0.59357 -3.99600
C 2.81824 0.51073 -3.15664
C 2.52474 0.33305 -1.80995
C 2.25515 -0.90110 -1.18930
H -0.25968 -5.73640 -1.84397
H 0.80263 -5.43884 -0.44501
H 1.50899 -5.91731 -2.00800
H 0.72295 -3.82882 -2.89944
H -0.03969 -3.12632 -0.16479
H -1.20804 -3.55480 -1.46213
H -0.16428 -2.09699 -1.58838
H 2.90638 -4.08915 -2.00696
H 2.28234 -3.40178 -0.47440
H 2.83406 -2.73120 -4.07543
H 3.14181 -0.48278 -5.04467
H 2.99602 1.50439 -3.55414
H 2.51274 1.24844 -1.20834

The value obtained for the lowest unoccupied orbital energy is -0.07185 Eh. As for the HOMO-LUMO gap: 6.9 eV. The net charge is +1. The value obtained for the energy above the lowest of the compared OMol25 structures with the same formula, charge and spin is 6.0 kJ/mol. Its multiplicity is 1. The HOMO energy comes out at -8.82 eV.

Atom charges from the Mulliken analysis, given in e for atoms 1 to 6:
1 K 0.971
2 C -1.019
3 C -0.622
4 S 0.003
5 C -0.879
6 C -0.684



Formula: C33H45AsAuN4OSi2
Source: the OMol25 dataset
Level of theory: ωB97M-V/def2-TZVPD

Positions of all 87 atoms, in Å:
Au -1.73929 -0.49538 0.11303
C 5.26627 2.58601 -1.50531
C 4.32962 2.76931 -2.66416
C 4.73485 3.39356 -3.83348
C 3.87470 3.56613 -4.91044
C 2.58387 3.07451 -4.82412
C 2.15657 2.43313 -3.67174
C 3.00869 2.29689 -2.57373
N 2.63390 1.68049 -1.38132
C 1.32738 1.28278 -0.97221
N 0.41191 2.26906 -1.16180
C -0.96966 2.50817 -0.85984
C -1.84979 1.57977 -0.27983
C -3.12367 2.09441 0.02331
C -3.52483 3.39499 -0.23077
C -2.63898 4.26057 -0.84977
C -1.36088 3.83234 -1.17205
C -0.43928 4.80967 -1.86895
N 1.14083 0.13204 -0.46742
C 2.21933 -0.71947 -0.25651
C 3.03212 -0.57406 0.87457
C 4.08733 -1.44407 1.11119
C 4.35860 -2.46798 0.21372
C 3.56120 -2.60426 -0.91677
C 2.49623 -1.74987 -1.17284
C 1.66982 -1.86580 -2.42308
H 6.20985 3.09807 -1.69396
H 5.48738 1.52893 -1.32761
H 4.83173 2.98065 -0.58402
H 5.75385 3.76236 -3.89586
H 4.21015 4.06804 -5.80926
H 1.90532 3.17601 -5.66201
H 1.15969 2.01565 -3.62700
H 3.34896 1.10316 -0.96736
H 0.86615 3.09600 -1.49544
H -3.83824 1.42813 0.49681
H -4.51866 3.73145 0.04367
H -2.93224 5.28055 -1.07862
H -0.97858 5.73253 -2.08244
H -0.07309 4.41776 -2.82263
H 0.43319 5.07702 -1.25925
H 2.79868 0.22752 1.56884
H 4.69313 -1.32257 2.00212
H 5.18140 -3.15135 0.38767
H 3.76995 -3.40252 -1.62385
H 1.76910 -2.85750 -2.86613
H 1.97900 -1.12033 -3.16328
H 0.61890 -1.68488 -2.19734
O -1.21876 0.04553 2.77077
N -0.37045 1.07572 2.90377
C -0.81860 2.38638 2.92567
C 0.04461 3.43529 3.04515
C 1.45113 3.22984 3.15118
C 1.88508 1.87704 3.12073
C 0.99395 0.85031 2.99920
H -1.88607 2.49583 2.81314
H -0.36571 4.43941 3.03183
H 2.14826 4.05466 3.22694
H 2.94328 1.63967 3.18136
H 1.27329 -0.19258 2.95338
C -5.28506 -1.98958 -0.93459
Si -4.37568 -3.27246 0.12084
C -5.34620 -3.35845 1.75303
C -4.78625 -4.95633 -0.68239
As -2.10189 -2.92964 0.03026
Si -1.51889 -3.62867 2.14639
C -1.85833 -5.49719 2.36432
C 0.34037 -3.39156 2.34999
C -2.34432 -2.81590 3.63488
H -6.35035 -2.21326 -1.06165
H -4.81765 -1.93291 -1.92336
H -5.18307 -0.99902 -0.47968
H -6.41296 -3.52777 1.57319
H -5.23499 -2.43181 2.32542
H -4.97335 -4.17752 2.37785
H -5.86018 -5.17657 -0.68285
H -4.27212 -5.75750 -0.13828
H -4.42418 -4.98084 -1.71551
H -1.44420 -6.07126 1.52805
H -2.94014 -5.67879 2.38565
H -1.43140 -5.88551 3.29671
H 0.89672 -3.95026 1.59091
H 0.69804 -3.69186 3.34039
H 0.56519 -2.32751 2.21006
H -3.42024 -3.01412 3.63275
H -2.19099 -1.73047 3.56903
H -1.93030 -3.17797 4.58279

The value obtained for the lowest unoccupied orbital energy (spin up / spin down) is 0.14954 / 0.14917 Eh. The expectation value of S² is 0.764. As for the HOMO-LUMO gap (spin up / spin down): 2.6 / 4.9 eV. The net charge is -2. Its multiplicity is 2. The HOMO energy (spin up / spin down) comes out at 1.48 / -0.86 eV.

Atom charges from the Mulliken analysis, given in e for atoms 1 to 6:
1 Au -0.301
2 C -1.615
3 C 0.842
4 C -0.608
5 C -0.669
6 C -0.901



Formula: C33H45BN7OsS4
Source: the OMol25 dataset
Level of theory: ωB97M-V/def2-TZVPD

Positions of all 91 atoms, in Å:
Os -0.16006 -0.05643 -0.44975
C 5.80021 -0.05260 -2.17624
C 4.32776 -0.43433 -2.25461
C 3.50479 0.79168 -2.64217
C 4.15492 -1.59062 -3.23184
N 3.87873 -0.90213 -0.87759
C 4.69168 -0.97950 0.22926
C 3.94897 -1.48555 1.24416
N 2.68431 -1.72861 0.76396
B 1.63092 -2.42318 1.68748
N 0.94522 -1.41236 2.66252
C 0.52290 -1.87210 3.89166
C 0.00070 -0.82943 4.56855
N 0.09431 0.28614 3.75842
C 0.65655 -0.10379 2.60631
S 0.95021 0.93802 1.19892
C -0.45790 1.62597 4.25409
C -1.97477 1.48425 4.28263
C -0.05351 2.78598 3.35653
C 0.11952 1.86017 5.64942
N 0.59873 -3.31420 0.90916
C 0.91089 -4.62674 0.64609
C -0.14349 -5.19197 0.01192
N -1.11358 -4.22472 -0.11992
C -0.64008 -3.09839 0.42817
S -1.47904 -1.56517 0.62392
C -2.49528 -4.46429 -0.72598
C -2.71172 -3.47836 -1.87051
C -2.53103 -5.88529 -1.27459
C -3.53068 -4.31224 0.38055
C 2.66892 -1.35625 -0.52319
S 1.22957 -1.43060 -1.52075
H 6.10471 0.27432 -3.16909
H 6.43516 -0.89637 -1.90781
H 5.98191 0.77410 -1.48904
H 3.96182 1.24920 -3.51875
H 3.50663 1.52963 -1.83737
H 2.47695 0.53665 -2.89667
H 4.49901 -1.27416 -4.21591
H 3.11495 -1.89934 -3.33481
H 4.75123 -2.45051 -2.92796
H 5.72429 -0.68943 0.21043
H 4.22794 -1.71731 2.25657
H 2.25126 -3.18150 2.37205
H 0.65313 -2.89802 4.18552
H -0.41019 -0.78316 5.55837
H -2.36391 1.26146 3.28689
H -2.41244 2.42351 4.61935
H -2.29856 0.70283 4.96899
H -0.55086 2.76537 2.38861
H 1.02656 2.85380 3.21901
H -0.36812 3.69523 3.86823
H -0.24231 1.14648 6.38594
H -0.19239 2.84753 5.98627
H 1.20887 1.83466 5.63761
H 1.84800 -5.05737 0.94952
H -0.27697 -6.19674 -0.33929
H -1.86357 -3.48270 -2.55732
H -2.89501 -2.46351 -1.52438
H -3.59114 -3.79742 -2.42859
H -1.77686 -6.05037 -2.04427
H -3.50699 -6.03132 -1.73440
H -2.42926 -6.63727 -0.49280
H -3.54825 -3.30662 0.79807
H -3.35347 -5.02636 1.18446
H -4.51741 -4.51164 -0.03616
N -0.19858 1.37688 -1.69456
S -0.42939 3.01385 -1.27791
C -1.97199 3.05144 -0.41328
C -2.17107 4.21290 0.32646
C -3.34871 4.34117 1.04556
C -4.28722 3.31538 1.03787
C -4.06474 2.16078 0.30006
C -2.89920 2.01891 -0.44374
C -0.69908 3.82130 -2.79940
C -1.82737 3.53914 -3.57601
C -1.97861 4.21058 -4.77203
C -1.02551 5.15079 -5.16676
C 0.08214 5.42608 -4.38008
C 0.26219 4.75412 -3.17860
H -0.25236 1.25736 -2.70721
H -1.43293 5.00554 0.33798
H -3.53139 5.24169 1.61541
H -5.20276 3.42333 1.60286
H -4.80918 1.37661 0.28053
H -2.75931 1.14226 -1.06492
H -2.57911 2.83728 -3.23807
H -2.84288 4.02124 -5.39300
H -1.16014 5.68029 -6.10028
H 0.80415 6.16504 -4.69724
H 1.11968 4.95907 -2.55148

The value obtained for the lowest unoccupied orbital energy is -0.36736 Eh. As for the HOMO-LUMO gap: 6.2 eV. The net charge is +3. Its multiplicity is 1. The HOMO energy comes out at -16.22 eV.

Atom charges from the Mulliken analysis, given in e for atoms 1 to 6:
1 Os 0.523
2 C -2.128
3 C 1.105
4 C -1.531
5 C -1.500
6 N 0.429